{"formula": "C26H28F4N9Os", "method": "ωB97M-V/def2-TZVPD", "multiplicity": 1, "relative_energy_kcal_mol": 33.8, "homo_lumo_gap_ev": [3.50, 3.50], "total_charge": 3, "fmax_ev_per_a": 2.97, "lumo_ev": [-12.252, -12.250], "e_homo_ha": [-0.579, -0.579], "species": ["Os", "C", "N", "C", "C", "C", "N", "C", "C", "F", "C", "F", "C", "C", "F", "C", "F", "H", "H", "H", "H", "H", "H", "H", "H", "H", "H", "H", "N", "C", "C", "C", "N", "C", "C", "H", "H", "H", "H", "H", "H", "C", "C", "N", "C", "C", "N", "C", "N", "N", "N", "C", "C", "C", "C", "C", "C", "H", "H", "H", "H", "H", "H", "H", "H", "H", "H", "H"], "positions_angstrom": [[0.193, 0.954, -1.412], [-2.233, 0.874, -3.245], [-1.898, 1.305, -1.870], [-2.831, 0.669, -0.916], [-2.024, 2.786, -1.777], [-0.847, 3.492, -2.432], [0.376, 2.809, -2.039], [1.594, 3.289, -2.421], [2.729, 2.473, -2.206], [2.475, 1.230, -1.672], [4.013, 2.842, -2.507], [4.993, 2.004, -2.253], [4.262, 4.104, -3.045], [3.184, 4.945, -3.269], [3.375, 6.149, -3.749], [1.878, 4.556, -2.994], [0.905, 5.407, -3.246], [-3.193, 1.298, -3.549], [-2.334, -0.207, -3.290], [-1.471, 1.199, -3.956], [-3.862, 0.951, -1.142], [-2.605, 0.984, 0.101], [-2.750, -0.415, -0.981], [-2.073, 3.058, -0.722], [-2.952, 3.113, -2.254], [-0.856, 4.540, -2.122], [-0.932, 3.492, -3.525], [5.267, 4.425, -3.289], [0.282, 1.479, 4.986], [0.115, 1.428, 3.671], [-0.396, 0.271, 3.026], [-0.495, 0.242, 1.666], [-0.116, 1.267, 0.873], [0.337, 2.387, 1.475], [0.451, 2.518, 2.829], [0.029, 0.707, 5.581], [0.624, 2.313, 5.438], [-0.708, -0.584, 3.610], [-0.900, -0.631, 1.169], [0.626, 3.203, 0.827], [0.806, 3.448, 3.251], [1.954, -1.377, 0.652], [1.028, -1.885, -0.390], [0.309, -1.133, -1.232], [-0.309, -2.009, -2.112], [0.013, -3.276, -1.771], [0.840, -3.185, -0.671], [1.306, -4.310, 0.132], [0.795, -4.211, 1.463], [1.632, -3.987, 2.504], [0.971, -3.880, 3.570], [-0.370, -4.043, 3.317], [-1.489, -4.036, 4.150], [-2.725, -4.149, 3.549], [-2.854, -4.286, 2.158], [-1.757, -4.314, 1.321], [-0.501, -4.225, 1.920], [2.028, -0.292, 0.589], [2.952, -1.791, 0.504], [1.637, -1.650, 1.658], [-0.909, -1.673, -2.937], [-0.249, -4.214, -2.229], [2.394, -4.323, 0.211], [0.978, -5.237, -0.342], [-1.371, -3.993, 5.224], [-3.615, -4.152, 4.161], [-3.846, -4.363, 1.736], [-1.877, -4.381, 0.248]]}